DFT (wB97M-V/def2-TZVPD) results for a structure of composition C17H14BMoN3O4S6Sb.

Geometry as ORCA input:
```
! wB97M-V def2-TZVPD RIJCOSX def2/J DEFGRID3
* xyz -1 1
H -2.74043 -1.16744 -5.30884
C 5.52338 3.73205 -0.65708
N -2.30682 -1.55489 -0.22554
C -1.34586 0.28490 -4.50149
O 2.32391 1.23736 -1.21395
H -1.16023 -1.83680 -4.85185
H 4.62792 1.24140 -2.82211
H 6.49832 2.82480 -2.33460
S 1.52917 0.31824 2.51708
O 2.17290 2.76433 0.49006
S 0.03938 1.65968 2.47131
C -3.29590 -3.78209 3.92590
H 4.33988 4.42200 1.03822
Sb 3.32047 1.93422 5.16036
H -0.69372 0.50385 -5.34640
C 3.37377 2.92713 -0.15133
N -0.95172 2.97966 -0.90305
C 3.46217 2.02196 -1.19612
H 6.36524 4.37507 -0.43764
C 5.60257 2.84674 -1.72733
C -4.80880 -4.10108 2.07631
C -0.52459 2.03446 -0.27966
N -1.39568 -0.65365 -0.77819
H -3.01213 -3.98220 4.94990
O -0.96774 -1.26930 1.59110
O -4.43891 -3.06322 0.00947
C 4.56437 1.95903 -2.01511
H -0.46597 3.38705 -1.69281
C -2.86902 -2.68558 1.81290
C -1.92763 -1.11063 -4.58539
S 4.35730 3.44922 3.80542
H -1.62304 -2.49548 3.52853
S -2.60734 -1.53737 -2.96140
C -2.52108 -2.95564 3.13846
H -5.06287 -5.00514 3.98967
C -4.02848 -3.26844 1.27426
H -3.79388 -2.45514 -0.41714
Mo -0.09072 0.40260 0.66636
C -1.99590 -1.79610 1.02877
S -0.33005 0.36171 -3.00553
H -2.12912 1.04023 -4.44439
C 4.39807 3.78693 0.16446
C -4.44501 -4.35380 3.38359
H -5.69877 -4.53711 1.64156
S 4.58978 0.05715 5.35397
C -1.43452 -0.60057 -2.06363
B 1.57733 1.65992 -0.09711
*
```

Calculated values
LUMO (spin up / spin down) ... 0.7 / 0.7 eV
Relative energy (zero: lowest compared OMol25 entry of this formula, charge and spin) ... 356.89 kJ/mol
Kohn-Sham gap (spin up / spin down) ... 0.165 / 0.165 hartree

Here are the Löwdin charges for atoms 1 to 4, given in e:
1. H 0.078
2. C -0.083
3. N -0.007
4. C -0.509

***

DFT (wB97M-V/def2-TZVPD) results for a cluster of 2 separate species, C17H14Br2N in total at a distorted geometry.

Geometry as ORCA input:
```
! wB97M-V def2-TZVPD RIJCOSX def2/J DEFGRID3
* xyz 1 1
H 0.11109 3.34305 -2.19661
H 3.97121 6.51298 -4.68310
Br -0.54607 9.23667 4.43519
H 1.09984 8.99870 1.99573
H 1.32408 7.25885 0.23388
H -0.56136 -0.46785 3.07642
C 1.53939 4.44400 -3.37817
C -1.14689 5.81896 2.12480
C 1.51538 3.49873 -4.44947
N -0.08170 2.21826 1.47491
C 2.35059 3.63724 -5.55486
H 2.48208 6.27015 -2.67740
C 0.39310 0.01300 2.81719
H 0.80663 2.66567 -4.40002
C 0.59098 7.13832 1.03082
C 0.58060 5.17745 -1.17790
C 0.48108 8.11023 2.02071
H 2.33192 2.90818 -6.36499
C -0.42333 7.92724 3.07711
C 0.14543 1.24750 2.07258
H -1.99030 6.69869 3.91291
C -0.02025 4.92934 0.06437
C -0.20636 5.95829 1.06050
C 0.69821 4.26257 -2.23171
C 3.27899 5.68078 -4.59468
H 0.96581 6.19061 -1.35252
H 0.94247 0.21789 3.74796
Br 4.39277 4.87528 -7.11335
H -1.77414 4.92247 2.15525
C 3.23811 4.73163 -5.63087
C -1.26759 6.79973 3.10686
C 2.44814 5.53525 -3.48110
H -0.34753 3.91626 0.31629
H 0.98720 -0.69330 2.21848
*
```

Calculated values
LUMO ... -5.6 eV
Kohn-Sham gap ... 0.223 hartree

Here are the Löwdin charges for atoms 1 to 4, given in e:
1. H 0.137
2. H 0.111
3. Br 0.809
4. H 0.109

***

DFT (wB97M-V/def2-TZVPD) results for a structure of composition C17H14BrF3MnN2O5S.

Geometry as ORCA input:
```
! wB97M-V def2-TZVPD RIJCOSX def2/J DEFGRID3
* xyz 2 4
H 2.33790 -2.61646 0.84020
C -3.17243 1.96038 3.76436
C -1.81066 3.71023 -1.53147
H -2.53596 5.16636 -2.92233
O -2.08593 1.57177 0.22936
C 1.53898 -4.20556 -0.41592
C 0.57030 3.69046 -1.19475
N -0.40039 -0.21733 0.00263
H -2.79235 3.32394 -1.29516
C 4.17098 -5.07979 -0.56721
C -0.69129 3.18148 -0.90257
O -3.30605 -0.64683 4.33166
H -0.47626 2.46276 1.12958
Br -2.24803 -2.55736 0.18638
C 0.27051 -1.33345 -0.26793
O -1.60511 0.06911 2.63901
C 3.16645 -5.84215 -1.16409
H 1.04906 1.14071 -0.50837
C -0.36175 -2.57093 -0.16115
H 2.43949 3.60672 -0.68581
N 0.09307 0.96124 -0.19138
Mn -2.22642 -0.04647 0.84529
H 1.70919 5.11209 -2.32238
S -3.00923 0.18176 3.23567
C 2.57730 -3.46978 0.22067
H 5.19787 -5.41785 -0.62162
F -4.40722 2.15971 4.15278
C 3.87263 -3.90561 0.13936
H 1.06687 -6.01191 -1.51723
C -0.80942 2.10710 0.14535
H -0.28744 6.06201 -3.42180
F -2.32002 2.15609 4.74745
C -1.66529 4.74662 -2.43942
C -0.40233 5.24991 -2.71714
C 1.86123 -5.42851 -1.06880
O -3.80905 0.02167 1.95772
O 1.63369 3.09502 -0.54410
H 4.66345 -3.36953 0.64499
H 3.41490 -6.75729 -1.68264
C 0.18428 -3.82883 -0.41102
F -2.87359 2.73680 2.73250
H -0.52835 -4.61554 -0.63962
C 0.72297 4.72188 -2.10078
H 1.28343 -1.27466 -0.65023
*
```

Calculated values
LUMO (spin up / spin down) ... -8.2 / -9.8 eV
Relative energy (zero: lowest compared OMol25 entry of this formula, charge and spin) ... 4.07 kJ/mol
Kohn-Sham gap (spin up / spin down) ... 0.219 / 0.161 hartree
Expectation value of S² ... 3.853

Here are the Löwdin charges for atoms 1 to 4, given in e:
1. H 0.120
2. C -0.675
3. C -0.001
4. H 0.119

***

Q: Which E_tot values were calculated for the entries above? A: -104601.930; -159423.568; -151405.498, in eV.